1.
ORCA calculation (ωB97M-V/def2-TZVPD) on a 2-piece molecular cluster, C6H17N2OPS overall in a non-equilibrium geometry.

Properties
Frontier orbital gap (alpha / beta): 8.48 / 6.02 eV
Strongest force on any atom: 3.27 eV/A
LUMO energy (alpha / beta): 0.61 / -1.48 eV

Positions of all 28 atoms, in Å:
C1 -1.59774 -1.46810 1.58081
C2 -0.33015 0.26535 2.79631
C3 -1.29497 0.00986 -1.35560
C4 0.04224 -2.01637 -1.87336
C5 2.57206 1.33303 -2.28289
C6 1.26832 2.70896 -0.80409
N1 -0.58770 -0.44989 1.58885
N2 -0.40007 -1.03005 -0.91092
O1 1.45326 2.28196 -2.07606
P1 0.64932 -0.41022 0.26802
S1 2.19223 -1.57333 0.54192
H1 -1.57397 -1.97147 2.57051
H2 -2.63531 -1.13418 1.49111
H3 -1.49893 -2.17591 0.80168
H4 0.51481 0.87253 2.72638
H5 -1.18436 0.93201 3.20386
H6 -0.24064 -0.45090 3.62494
H7 -1.90557 0.33447 -0.54396
H8 -0.68167 0.84983 -1.79109
H9 -1.86802 -0.46263 -2.06294
H10 0.95087 -1.64715 -2.24972
H11 0.05823 -2.96626 -1.47063
H12 -0.62873 -1.91194 -2.68343
H13 2.92032 1.26445 -3.35046
H14 2.11206 0.40806 -1.94460
H15 3.36529 1.81274 -1.69992
H16 0.19037 2.75775 -0.56784
H17 1.89395 2.39807 0.13071

Forces on atoms 1 to 2 (eV/Å):
-0.6520 0.0585 1.9174
-2.7772 -0.4456 1.6772



2.
ORCA calculation (ωB97M-V/def2-TZVPD) on an isolated ion of composition C6H17N2Si and charge +1 in a non-equilibrium geometry.

Properties
Frontier orbital gap: 6.86 eV
SMILES: CCN(C)CC[N+](C)=[SiH2]
Total charge: +1
Strongest force on any atom: 4.45 eV/A
LUMO energy: -5.01 eV

Positions of all 26 atoms, in Å:
C1 -3.12281 0.41489 -1.04596
C2 -1.79289 1.01808 -0.48160
N1 -0.96568 0.11463 0.28478
C3 -1.31667 -0.02810 1.70194
C4 -0.30948 -1.03369 -0.24299
C5 1.13713 -1.14395 0.29225
N2 2.17051 -0.06929 0.01501
C6 3.36445 -0.53338 -0.74299
Si1 1.99800 1.50917 0.42717
H1 -3.06664 -0.28724 -1.88436
H2 -3.60218 -0.17476 -0.38723
H3 -3.61122 1.20266 -1.48709
H4 -2.07723 1.78664 0.21735
H5 -1.04111 1.37219 -1.22562
H6 -2.02241 0.65458 2.06326
H7 -1.73163 -0.90021 2.01998
H8 -0.36818 -0.04652 2.31862
H9 -0.16657 -1.06068 -1.33461
H10 -0.81829 -1.92895 0.03413
H11 1.10973 -1.19227 1.37755
H12 1.56732 -2.08888 -0.06356
H13 3.02128 -0.61263 -1.87282
H14 4.04706 0.25791 -0.64436
H15 3.57423 -1.48239 -0.27043
H16 3.19032 2.09439 -0.21747
H17 0.83296 2.15781 1.14907

Forces on atoms 1 to 2 (eV/Å):
3.8489 0.1639 -2.2325
0.2567 -1.5852 -1.1350



3.
ORCA calculation (ωB97M-V/def2-TZVPD) on a 2-piece molecular cluster, C6H17N3 overall in a non-equilibrium geometry.

Properties
Frontier orbital gap: 7.90 eV
Strongest force on any atom: 2.99 eV/A
LUMO energy: 0.58 eV

Positions of all 26 atoms, in Å:
C1 -1.55207 0.10047 -0.36934
C2 -2.38573 -0.59578 0.67688
C3 -1.93008 1.53492 -0.62850
C4 -0.94279 -0.63850 -1.35552
H1 -0.14943 0.60425 0.78098
H2 -2.32157 -0.07399 1.63132
H3 -2.07443 -1.62813 0.81567
H4 -3.43719 -0.60905 0.37634
H5 -1.21423 2.01579 -1.29410
H6 -2.92592 1.59397 -1.06766
H7 -1.93516 2.10214 0.30015
H8 -0.68605 -0.17293 -2.29868
H9 0.64860 -0.67817 -0.65224
H10 -1.07816 -1.71270 -1.39099
C5 1.79387 -1.74772 0.76115
N1 1.53627 -0.52069 0.01887
N2 2.64964 -0.12039 -0.78485
C6 0.98449 0.87889 0.99471
N3 1.45621 2.00067 0.53509
H11 2.30774 0.65287 -1.36632
H12 3.32184 0.33293 -0.16274
H13 1.04892 2.26486 -0.36360
H14 1.32625 0.58309 1.98690
H15 0.90678 -1.98564 1.34810
H16 2.64599 -1.60359 1.42673
H17 2.00621 -2.57753 0.08163

Forces on atoms 1 to 2 (eV/Å):
-1.2491 -1.2952 -2.3891
0.4861 0.0836 0.2800